# 1
Entry from the Open Molecules 2025 dataset: 7 unconnected molecules or ions with the total composition C26H40BrF3NO23P2S at a distorted geometry (wB97M-V/def2-TZVPD).

**Net charge**: +1
**Energy**: -6754.389110 Ha
**Frontier orbital gap**: 0.32918 Eh

Atoms and positions in Å:
C (-2.4001, 1.0137, 4.0823)
C (-2.5218, 0.1686, 2.8009)
C (-1.5273, 0.7806, 1.8285)
N (-1.7317, 0.4860, 0.3312)
P (-0.5330, -0.9173, -0.0729)
P (-1.4443, -2.9244, 0.2355)
O (-2.0956, -3.4582, -0.9609)
O (-2.3198, -2.8172, 1.5616)
O (-0.1179, -3.6929, 0.6455)
C (-3.1778, 0.6661, -0.1298)
C (-3.8011, -0.3701, -1.0817)
F (-2.9633, -0.7633, -2.0218)
F (-4.2709, -1.4291, -0.4372)
F (-4.8213, 0.2341, -1.6570)
C (-4.1587, 0.9482, 1.0060)
Br (-4.1438, 2.8539, 1.4190)
C (-3.9583, 0.0715, 2.2385)
C (-5.0019, 0.3277, 3.3153)
S (-6.5989, -0.3790, 2.9422)
O (-7.5566, 0.6945, 2.8712)
O (-6.7855, -1.5314, 3.7831)
H (-1.3537, 1.2854, 4.2441)
H (-2.6979, 0.4511, 4.9610)
H (-2.9552, 1.9428, 4.0158)
H (-2.1874, -0.8262, 3.0909)
H (-0.5361, 0.3833, 2.0380)
H (-1.4751, 1.8603, 1.9391)
H (-1.2356, 1.2561, -0.1182)
H (-0.5296, -0.8748, -1.4668)
H (-1.9994, -3.3107, 2.3274)
H (0.0752, -3.7885, 1.5859)
H (-3.1913, 1.5695, -0.7389)
H (-5.1529, 0.7937, 0.5918)
H (-4.1098, -0.9506, 1.8820)
H (-5.2076, 1.3807, 3.4727)
H (-4.7295, -0.1377, 4.2593)
H (-6.4258, -0.8413, 1.6791)
C (3.1380, -3.8168, -0.6626)
C (4.2967, -3.4252, -1.5686)
O (3.6636, -2.4903, -2.4630)
C (2.5849, -1.9772, -1.8614)
O (1.9459, -1.0548, -2.2678)
O (2.3108, -2.6382, -0.7190)
H (3.4320, -4.0144, 0.3637)
H (2.5646, -4.6590, -1.0501)
H (5.0931, -2.9068, -1.0352)
H (4.7178, -4.2494, -2.1347)
C (-6.8177, -3.7719, 7.2629)
C (-6.2327, -2.4806, 6.7188)
O (-5.2394, -2.1640, 7.7013)
C (-4.8744, -3.3070, 8.3329)
O (-3.9484, -3.4088, 9.0665)
O (-5.7102, -4.3147, 7.9905)
H (-7.1328, -4.4697, 6.4929)
H (-7.6428, -3.5978, 7.9546)
H (-5.7421, -2.6199, 5.7569)
H (-6.9520, -1.6717, 6.6372)
C (5.8774, -1.4822, -4.8007)
C (6.4282, -0.1223, -5.1805)
O (7.1991, 0.2152, -4.0085)
C (7.5422, -0.9252, -3.3702)
O (8.3053, -0.9919, -2.4617)
O (6.8769, -1.9774, -3.8960)
H (5.7631, -2.1603, -5.6413)
H (4.9341, -1.4067, -4.2609)
H (7.0881, -0.1560, -6.0434)
H (5.6541, 0.6212, -5.3504)
C (9.3658, 0.6223, -9.6213)
C (9.0629, -0.6446, -8.8382)
O (7.8156, -0.3107, -8.2111)
C (7.2095, 0.6633, -8.9388)
O (6.0939, 1.0262, -8.7570)
O (8.0533, 1.1435, -9.8701)
H (9.8772, 0.4465, -10.5626)
H (9.9237, 1.3522, -9.0337)
H (8.9070, -1.5093, -9.4837)
H (9.8063, -0.8830, -8.0831)
C (5.9933, 3.2695, -2.8356)
C (6.8649, 4.3280, -3.4871)
O (5.9322, 4.9920, -4.3478)
C (4.6828, 4.8047, -3.8659)
O (3.7090, 5.3602, -4.2537)
O (4.7000, 3.8844, -2.8706)
H (6.2694, 3.0423, -1.8100)
H (5.9624, 2.3457, -3.4123)
H (7.2528, 5.0504, -2.7677)
H (7.6859, 3.9208, -4.0697)
C (-7.3798, 3.7516, 4.4648)
C (-7.4344, 4.5027, 5.7858)
O (-6.4760, 3.7851, 6.5808)
C (-5.6111, 3.1687, 5.7663)
O (-4.6109, 2.6144, 6.0968)
O (-6.0323, 3.2437, 4.4787)
H (-7.5296, 4.3800, 3.5923)
H (-8.0682, 2.9073, 4.4269)
H (-7.1016, 5.5367, 5.6944)
H (-8.4060, 4.4746, 6.2684)

# 2
Entry from the Open Molecules 2025 dataset: a molecular structure, C26H40Cl3N4O3PmSi at a distorted geometry (wB97M-V/def2-TZVPD).

**Net charge**: 0
**Energy above the lowest of the compared OMol25 structures with the same formula, charge and spin**: 0.00 kcal per mole
**Energy**: -3738.188845 Ha
**Frontier orbital gap (alpha / beta)**: 0.30361 / 0.30382 Eh
**Spin multiplicity**: 5

Atoms and positions in Å:
C (-1.6102, -2.2111, -2.8656)
C (-1.1614, -3.1651, -1.7937)
H (-1.5543, -2.6553, -3.8652)
H (-1.0046, -1.2904, -2.8680)
H (-2.6572, -1.9124, -2.7027)
C (-0.6147, -4.3677, -2.0166)
C (-0.4192, -4.9693, -3.3657)
H (-0.3237, -4.9935, -1.1732)
H (-0.5590, -4.2548, -4.1891)
H (-1.1077, -5.8127, -3.5312)
H (0.6027, -5.3676, -3.4296)
Pm (-0.1149, 0.6081, 0.1794)
Cl (-2.6734, 0.6220, 0.7665)
Cl (0.3432, 1.7632, -2.0517)
H (0.6769, 5.1019, 4.1981)
H (-1.5062, 6.0791, 3.0840)
C (0.9704, 4.7527, 3.2032)
C (-1.0925, 5.7024, 2.1427)
N (-0.2198, 4.5427, 2.3699)
H (1.5104, 3.8038, 3.2804)
C (-0.4805, 3.3865, 1.7698)
O (0.2791, 2.3771, 1.7504)
H (-1.9064, 5.3822, 1.4943)
H (-1.4561, 3.3370, 1.2380)
H (1.6200, 5.5198, 2.7654)
H (-0.5510, 6.5259, 1.6610)
H (1.2807, -1.4356, -2.3250)
H (2.3333, -3.8426, -1.1429)
C (2.2961, -1.1004, -2.0656)
C (3.1885, -3.1622, -1.0073)
N (2.7480, -1.7773, -0.8518)
H (2.2889, -0.0096, -1.9377)
C (2.6485, -1.2094, 0.3503)
O (2.0751, -0.0935, 0.5487)
H (3.7556, -3.4770, -0.1243)
H (3.1043, -1.7698, 1.1743)
H (2.9811, -1.3803, -2.8695)
H (3.8246, -3.2235, -1.8959)
O (-0.3597, -1.5775, -0.2622)
C (-1.2603, -2.5986, -0.3920)
C (0.0808, -3.9977, 1.3150)
C (-1.1431, -3.6160, 0.7591)
H (1.0178, -3.5542, 0.9742)
C (0.0948, -4.9964, 2.2960)
H (-2.2899, -2.2080, -0.3196)
C (-2.3429, -4.1865, 1.2062)
H (1.0436, -5.3444, 2.7113)
C (-1.0998, -5.5835, 2.7308)
C (-2.3250, -5.1887, 2.1734)
H (-3.2676, -3.8600, 0.7275)
H (-1.0878, -6.3736, 3.4852)
H (-3.2701, -5.6553, 2.4638)
Si (-0.5025, 4.6360, -4.4699)
Cl (-0.7311, 2.7509, -5.3863)
C (1.3331, 4.7471, -4.1230)
C (-1.7350, 4.5003, -3.0736)
C (-0.9600, 6.1085, -5.5543)
H (1.6752, 3.8341, -3.6208)
H (1.5553, 5.6079, -3.4805)
H (1.8932, 4.8646, -5.0628)
H (-0.2966, 6.2299, -6.4193)
H (-0.8798, 7.0317, -4.9601)
H (-1.9901, 6.0599, -5.9269)
H (-1.5377, 3.5754, -2.5187)
H (-2.7529, 4.4495, -3.4845)
H (-1.6712, 5.3514, -2.3876)
N (3.5359, 0.1485, 6.2693)
C (2.5400, -0.1028, 5.7119)
C (1.3038, -0.3970, 5.0310)
C (0.1809, -0.8237, 5.7493)
C (-0.9992, -1.0713, 5.0639)
C (-1.0134, -0.8602, 3.6765)
N (0.0574, -0.4367, 2.9999)
C (1.2057, -0.2193, 3.6430)
H (0.2464, -0.9363, 6.8342)
H (-1.9051, -1.4058, 5.5629)
H (-1.9256, -1.0241, 3.0990)
H (2.0676, 0.0985, 3.0548)

# 3
Entry from the Open Molecules 2025 dataset: a molecular structure, C26H40FN4Re at a distorted geometry (wB97M-V/def2-TZVPD).

**Net charge**: +3
**Energy**: -1410.859447 Ha
**Frontier orbital gap (alpha / beta)**: 0.21532 / 0.21692 Eh
**Spin multiplicity**: 2

Atoms and positions in Å:
Re (0.6540, -0.0265, -0.1063)
C (0.7397, 0.7772, -2.5285)
C (1.6351, 2.0142, -2.6939)
C (0.8438, 3.0797, -3.4545)
C (2.2840, 2.5358, -1.4352)
C (3.5619, 3.0775, -1.5283)
C (4.2250, 3.5348, -0.3980)
C (3.6597, 3.3819, 0.8595)
C (2.3917, 2.8213, 1.0171)
C (1.8832, 2.5548, 2.4307)
C (1.2645, 1.1691, 2.7002)
C (0.9875, 3.6690, 2.9742)
C (1.7182, 2.4868, -0.1653)
N (0.3880, 1.9411, 0.0059)
C (-0.5955, 2.8177, 0.3271)
C (-0.4588, 4.2098, 0.0486)
C (-1.4597, 5.0907, 0.3629)
C (-2.6207, 4.6424, 1.0040)
C (-2.7767, 3.2967, 1.3429)
C (-1.7823, 2.4202, 1.0008)
F (-1.8671, 1.1273, 1.4015)
H (0.5906, 0.2269, -3.4589)
H (-0.2673, 1.0851, -2.2548)
H (1.2081, -0.0059, -1.8581)
H (2.4772, 1.7111, -3.3228)
H (-0.0799, 3.3406, -2.9373)
H (0.5781, 2.7243, -4.4476)
H (1.4342, 3.9844, -3.5750)
H (4.0367, 3.1532, -2.4973)
H (5.2060, 3.9788, -0.4945)
H (4.2191, 3.6774, 1.7376)
H (2.7928, 2.5681, 3.0387)
H (0.2266, 1.0759, 2.3317)
H (1.1878, 0.9938, 3.7743)
H (1.9003, 0.3658, 2.3232)
H (-0.0234, 3.6269, 2.5668)
H (1.4037, 4.6487, 2.7524)
H (0.9043, 3.5807, 4.0544)
H (0.4372, 4.5532, -0.4450)
H (-1.3537, 6.1374, 0.1192)
H (-3.4018, 5.3441, 1.2578)
H (-3.6416, 2.9448, 1.8865)
N (-1.4010, -0.5288, -0.6751)
C (-1.5091, -1.6976, -1.6121)
C (-1.1314, -2.9972, -0.9240)
C (0.3463, -3.1436, -0.6105)
N (0.7852, -2.1578, 0.4372)
H (-1.9973, -0.7209, 0.1370)
H (-1.8583, 0.2665, -1.1304)
H (-0.8589, -1.4988, -2.4689)
H (-2.5369, -1.7376, -1.9788)
H (-1.4172, -3.8229, -1.5771)
H (-1.7298, -3.1286, -0.0154)
H (0.9608, -2.9568, -1.4968)
H (0.5743, -4.1491, -0.2498)
H (1.7498, -2.3782, 0.6934)
H (0.2425, -2.3524, 1.2844)
C (5.6467, -1.9403, 0.2826)
C (5.3465, -0.4362, 0.1789)
C (5.8221, 0.3127, 1.4317)
C (5.9494, 0.1675, -1.0978)
C (3.8861, -0.2885, 0.1001)
N (2.7396, -0.1627, 0.0534)
H (6.7269, -2.0581, 0.3605)
H (5.3146, -2.4792, -0.6027)
H (5.1996, -2.3796, 1.1726)
H (6.9030, 0.2027, 1.4904)
H (5.3890, -0.1046, 2.3382)
H (5.5887, 1.3735, 1.3718)
H (7.0308, 0.0584, -1.0370)
H (5.7171, 1.2265, -1.1842)
H (5.6076, -0.3537, -1.9894)